Entry 1:
{"formula": "C3H7N3O2", "method": "wB97M-V/def2-TZVPD", "species": ["O", "O", "N", "N", "N", "C", "C", "C", "H", "H", "H", "H", "H", "H", "H"], "coordinates": [[-1.0850, -2.0046, 0.0780], [2.0023, -0.3078, 0.4784], [-1.6937, 0.1111, -1.2897], [0.2170, 1.6276, 1.2625], [-0.2198, -1.1253, 0.1697], [1.2807, -1.3668, 0.1351], [-0.5907, 0.0320, -0.4167], [0.2122, 1.1729, -0.0932], [1.2397, 1.2548, -0.3827], [-0.2376, 2.7156, 1.3955], [-1.4079, -2.1507, -0.8952], [-0.4374, 1.8543, -0.5623], [1.5096, -2.5474, -0.0659], [-2.0085, -0.9159, -1.6910], [1.2191, 1.6503, 1.8775]], "fmax_ha_per_bohr": 0.1714, "relative_energy_kcal_mol": 194.9, "smiles": "[H]/N=C(/CN)N(O)C=O", "homo_ev": -9.024}

Entry 2:
{"formula": "C3H7N3O3", "method": "wB97M-V/def2-TZVPD", "species": ["O", "O", "O", "N", "N", "N", "C", "C", "C", "H", "H", "H", "H", "H", "H", "H"], "coordinates": [[-1.8925, 0.1384, 1.4670], [-0.7445, 1.7326, -0.3699], [1.4387, 1.5163, -1.0732], [-1.8036, -0.8962, -0.5810], [0.3490, -0.1788, 0.4394], [0.8901, 0.9684, 1.1757], [1.2615, -1.2805, 0.1943], [-1.3503, -0.0627, 0.4152], [0.4750, 1.3239, -0.1375], [1.2890, -1.9272, 1.0718], [2.2653, -0.9045, -0.0152], [-1.5141, -0.6382, -1.5121], [0.1953, 1.2488, 1.8719], [0.9096, -1.8308, -0.6790], [-2.7693, -1.1643, -0.4494], [1.0008, 1.9549, -1.8180]], "fmax_ha_per_bohr": 0.0526, "relative_energy_kcal_mol": 88.4, "smiles": "C[N@@+]1(C(N)=O)N[C@@]1([O-])O", "homo_ev": -9.373}

Entry 3:
{"formula": "C3H7N3OP2", "method": "wB97M-V/def2-TZVPD", "species": ["P", "P", "O", "N", "N", "N", "C", "C", "C", "H", "H", "H", "H", "H", "H", "H"], "coordinates": [[3.2520, -0.5511, 0.3988], [0.6167, 1.7253, -0.1136], [3.4795, 0.2823, 1.6086], [-0.4092, 0.4278, 0.1281], [-1.0399, 0.0204, -1.0197], [1.7746, 0.6951, -0.9359], [-1.0437, -0.0927, 1.2222], [-2.0610, -0.8438, 0.7525], [-2.0390, -0.7267, -0.7200], [-2.7600, -1.0306, -1.3213], [2.0076, -1.1198, 0.5614], [-0.7679, 0.1772, 2.1897], [1.4332, -0.1281, -1.3079], [2.3607, 1.2174, -1.4918], [-2.6730, -1.4502, 1.2933], [1.1474, 1.7316, 1.3257]], "fmax_ha_per_bohr": 0.1351, "relative_energy_kcal_mol": 0.0, "homo_ev": -8.706}

Entry 4:
{"formula": "C3H7N3OS", "method": "wB97M-V/def2-TZVPD", "species": ["S", "O", "N", "N", "N", "C", "C", "C", "H", "H", "H", "H", "H", "H", "H"], "coordinates": [[-1.5352, 0.5068, -0.0518], [1.1969, 1.5391, -0.0981], [-2.6435, -0.5955, -0.1290], [2.1163, -0.5094, 0.0602], [-0.2282, -0.2868, -0.0017], [3.5024, -0.0894, 0.0263], [1.0336, 0.3429, -0.0448], [-3.9341, -0.0153, -0.0222], [1.7766, -1.4391, 0.3355], [4.0805, -0.3868, -0.7968], [-4.0107, 1.0807, 0.4585], [-4.4236, -0.7939, 0.6472], [3.4446, 1.0402, -0.1357], [4.1412, -0.5024, 0.8144], [-4.5170, 0.1088, -1.0620]], "fmax_ha_per_bohr": 0.0669, "relative_energy_kcal_mol": 69.6, "homo_ev": [-9.341, -9.341]}

Entry 5:
{"formula": "C3H7N3OS", "method": "wB97M-V/def2-TZVPD", "species": ["S", "O", "N", "N", "N", "C", "C", "C", "H", "H", "H", "H", "H", "H", "H"], "coordinates": [[2.3909, -2.3114, 0.6389], [-0.2197, 2.1347, 0.9619], [0.6065, 0.0661, 0.2981], [1.9974, -1.1619, 1.9004], [-1.2889, -0.1505, -1.9137], [1.2131, -0.2392, 1.6430], [-1.3120, 1.0880, -0.9893], [-0.2655, 1.1346, 0.1558], [-2.3475, -0.5184, -2.0510], [-1.0710, 0.0621, -2.9335], [0.8250, 0.5341, 2.5652], [0.3226, -0.5753, -0.5275], [-0.9713, 2.1454, -1.4810], [-2.4087, 1.2010, -0.4630], [2.5290, -3.4094, 2.1957]], "fmax_ha_per_bohr": 0.0976, "relative_energy_kcal_mol": 118.1, "homo_ev": -9.039}

Entry 6:
{"formula": "C3H7N3OS", "method": "wB97M-V/def2-TZVPD", "species": ["S", "O", "N", "N", "N", "C", "C", "C", "H", "H", "H", "H", "H", "H", "H"], "coordinates": [[3.0437, -0.8798, -0.0056], [-0.0724, 0.9931, 1.1171], [-1.0304, 0.5232, 0.2546], [1.5509, -0.1703, -0.0244], [-1.1230, -1.4698, 1.4096], [-0.9948, 1.1852, -1.0630], [-1.3664, -0.7834, 0.3733], [1.2144, 0.6164, 0.9330], [-1.4496, -2.4692, 1.1712], [-0.6936, 2.2417, -0.8516], [-2.0426, 1.1577, -1.4987], [-0.1687, 0.7453, -1.6451], [-1.7413, -1.2326, -0.6568], [3.0677, -1.4374, -1.3313], [1.8061, 0.9799, 1.8180]], "fmax_ha_per_bohr": 0.0513, "relative_energy_kcal_mol": 97.8, "smiles": "[H]/N=C/N(C)O/C=N/S", "homo_ev": -8.586}

Entry 7:
{"formula": "C3H7N3S", "method": "wB97M-V/def2-TZVPD", "species": ["S", "N", "N", "N", "C", "C", "C", "H", "H", "H", "H", "H", "H", "H"], "coordinates": [[1.1220, 0.0155, -1.0433], [-2.1061, -0.3132, 1.2065], [-2.2742, 0.4503, 0.4167], [1.0832, -0.4008, 0.5971], [-2.5400, 1.3218, -0.4451], [0.6481, -1.5457, 0.8730], [2.3132, 1.4059, -0.6953], [0.1960, -2.2386, 0.1377], [3.2682, 0.9729, -0.4161], [-3.4433, 1.8928, -0.6546], [2.4933, 1.9781, -1.6054], [-1.6003, 1.4260, -1.0941], [0.2938, -1.8727, 1.9395], [1.8198, 1.9586, 0.0825]], "fmax_ha_per_bohr": 0.0917, "relative_energy_kcal_mol": 96.4, "homo_ev": -8.496}

Entry 8:
{"formula": "C3H7N3S", "method": "wB97M-V/def2-TZVPD", "species": ["S", "N", "N", "N", "C", "C", "C", "H", "H", "H", "H", "H", "H", "H"], "coordinates": [[2.3828, 0.7711, -0.5400], [0.1803, 0.4400, 0.8274], [-0.7471, 0.7598, -0.3869], [1.2829, 1.2830, 0.7437], [-1.9639, -0.0574, -0.1595], [0.7859, -0.8231, 0.5175], [1.8811, -0.8389, -0.2026], [-2.7601, 0.5163, 0.3533], [0.2246, -1.6660, 0.8636], [1.0099, 2.2613, 0.7359], [-1.8202, -1.0548, 0.2184], [-2.3473, -0.0879, -1.2022], [2.1759, -1.8195, -0.5235], [-0.2850, 0.3162, -1.2452]], "fmax_ha_per_bohr": 0.0570, "relative_energy_kcal_mol": 98.3, "smiles": "CNN1C=CSN1", "homo_ev": -7.835}

Entry 9:
{"formula": "C3H7N3S", "method": "wB97M-V/def2-TZVPD", "species": ["S", "N", "N", "N", "C", "C", "C", "H", "H", "H", "H", "H", "H", "H"], "coordinates": [[-3.1869, 0.4343, -0.1971], [0.6189, 0.0725, 0.3329], [-1.7028, -0.0229, 0.0050], [-1.2711, -1.1827, -0.3312], [0.1011, -1.2917, 0.1216], [1.4922, 0.5597, -0.7290], [-0.6237, 0.7239, 0.7665], [1.8115, 1.5916, -0.3992], [-0.6796, 0.3713, 1.7299], [-0.8127, 1.7216, 0.5255], [2.2662, -0.0890, -0.7001], [0.7977, -1.7192, -0.6530], [0.2506, -1.8364, 1.1664], [0.9386, 0.6671, -1.6381]], "fmax_ha_per_bohr": 0.0986, "relative_energy_kcal_mol": 18.4, "s_squared": 2.007, "homo_ev": [-6.426, -8.608], "spin_multiplicity": 3}